Here is the molecule C4H6N2O from OMol25. Energies are from ωB97M-V/def2-TZVPD.

Each line ends with the Mulliken charge.
Positions of all 13 atoms, in Å:
O1 2.66 -0.47 -0.90  -0.47
N1 0.06 0.57 1.31  0.02
N2 1.53 0.27 1.18  -0.69
C1 1.63 -0.02 -0.12  0.25
C2 -0.55 0.28 0.15  0.28
C3 0.40 0.07 -0.79  -0.18
C4 -1.98 -0.12 -0.08  -1.09
H1 0.28 0.14 -1.85  0.37
H2 3.54 -0.50 -0.53  0.34
H3 -0.56 0.58 2.14  0.26
H4 -2.17 -1.10 0.38  0.28
H5 -2.09 -0.28 -1.16  0.29
H6 -2.75 0.57 0.26  0.34

As for the energy above the lowest of the compared OMol25 structures with the same formula, charge and spin: 48.4 kcal per mole. The orbital gap comes out at 9.7 eV. As for the highest occupied orbital energy: -8.76 eV.